No. 1
Molecular formula: C4H12NOS
Method: DFT, ωB97M-V/def2-TZVPD

## Properties
F_max = 0.110 Eh/bohr
LUMO level = -4.24 eV
Gap between HOMO and LUMO = 10.4 eV
HOMO level = -14.6 eV
Net charge = +1
2S+1 = 1

Each atom is followed by the atoms it is bonded to, with distances in Å.
Atoms and positions in Å:
1 C 3.2135 -0.5054 0.3725  C3 1.527, H8 1.026, H9 1.116, H10 0.985
2 C -2.7447 1.0508 2.0129  H11 1.124, H12 1.100, H13 1.039, H16 1.163
3 C 1.9377 -0.8101 -0.4086  C1 1.527, S7 1.842, H14 1.113, H15 1.045
4 C -0.5631 -0.0702 -1.4223  N5 1.315, O6 1.307, S7 1.735
5 N -1.4963 0.8249 -1.6608  C4 1.315, H17 1.001, H18 1.018
6 O -0.7364 -1.3549 -1.5858  C4 1.307, H19 0.975
7 S 0.8244 0.6361 -0.6570  C3 1.842, C4 1.735
8 H 3.6542 -1.3350 0.7845  C1 1.026
9 H 3.8250 0.1055 -0.3337  C1 1.116
10 H 3.0338 0.0167 1.1881  C1 0.985
11 H -1.7151 1.2236 1.5960  C2 1.124
12 H -2.6540 0.7023 3.0518  C2 1.100
13 H -3.3648 1.8382 1.7402  C2 1.039
14 H 1.5800 -1.7021 0.1522  C3 1.113
15 H 2.1240 -1.2634 -1.3316  C3 1.045
16 H -3.1737 0.0881 1.5212  C2 1.163
17 H -2.4433 0.5010 -1.6653  N5 1.001
18 H -1.4159 1.8338 -1.5539  N5 1.018
19 H 0.1148 -1.7798 -1.8005  O6 0.975

***

No. 2
Molecular formula: C4H12NP
Method: DFT, ωB97M-V/def2-TZVPD

## Properties
F_max = 0.067 Eh/bohr
LUMO level (spin up / spin down) = 0.56 / 0.78 eV
Gap between HOMO and LUMO (spin up / spin down) = 8.1 / 7.5 eV
HOMO level (spin up / spin down) = -7.5 / -6.7 eV
Net charge = 0
2S+1 = 1

Each atom is followed by the atoms it is bonded to, with distances in Å.
Atoms and positions in Å:
1 C 2.3773 -0.3542 -1.1795  C3 1.538, H7 1.071, H8 1.104, H9 1.071
2 C -2.0941 1.5445 0.6828  P6 1.907, H10 1.087, H11 1.059, H12 1.163
3 C 2.2178 -0.1875 0.3412  C1 1.538, C4 1.454, H13 1.039, H14 1.121
4 C 0.9920 -0.8827 0.6982  C3 1.454, H15 1.085, H16 1.105
5 N -2.7649 -0.6721 -0.4230  P6 1.677, H17 1.026, H18 1.029
6 P -1.4118 0.3030 -0.5937  C2 1.907, N5 1.677
7 H 3.0738 0.3254 -1.6276  C1 1.071
8 H 2.5806 -1.3641 -1.5778  C1 1.104
9 H 1.3717 -0.0925 -1.4370  C1 1.071
10 H -1.3930 2.3744 0.6582  C2 1.087
11 H -2.4710 1.1805 1.6036  C2 1.059
12 H -3.0655 2.0463 0.2879  C2 1.163
13 H 3.1482 -0.4162 0.7430  C3 1.039
14 H 2.0474 0.9096 0.4930  C3 1.121
15 H 0.7970 -1.7673 0.1003  C4 1.085
16 H 0.7492 -0.7800 1.7708  C4 1.105
17 H -2.6490 -1.6104 -0.8215  N5 1.026
18 H -3.5057 -0.5565 0.2811  N5 1.029

***

No. 3
Molecular formula: C4H12NPS
Method: DFT, ωB97M-V/def2-TZVPD

## Properties
F_max = 0.094 Eh/bohr
LUMO level = 0.83 eV
Gap between HOMO and LUMO = 9.4 eV
HOMO level = -8.5 eV
Net charge = 0
2S+1 = 1
Structure (SMILES) = [H]/N=C\C.CP(C)S

Each atom is followed by the atoms it is bonded to, with distances in Å.
Atoms and positions in Å:
1 H -2.3864 -1.0034 1.6025  N2 1.002
2 N -1.3956 -0.8724 1.5271  H1 1.002, C3 1.251
3 C -0.9463 -1.8851 0.9462  N2 1.251, C4 1.508, H5 1.181
4 C -1.7292 -3.1196 0.5771  C3 1.508, H6 1.179, H7 1.056, H8 1.050
5 H 0.1178 -1.7674 0.4476  C3 1.181
6 H -2.4654 -3.4652 1.4313  C4 1.179
7 H -2.1594 -2.8939 -0.3603  C4 1.056
8 H -0.9952 -3.8673 0.5078  C4 1.050
9 C 1.8776 0.7463 0.3797  P10 1.851, H13 1.122, H14 1.027, H15 1.017
10 P 0.3204 1.5981 -0.1452  C9 1.851, C11 1.870, S12 2.112
11 C 1.1444 3.0394 -1.0066  P10 1.870, H16 1.013, H17 1.197, H18 1.056
12 S -0.1674 0.5586 -1.9173  P10 2.112, H19 1.358
13 H 1.6137 -0.3439 0.3970  C9 1.122
14 H 2.6237 0.8947 -0.3098  C9 1.027
15 H 2.1533 1.2325 1.2293  C9 1.017
16 H 1.5172 2.7719 -1.9103  C11 1.013
17 H 0.4295 3.9911 -1.1333  C11 1.197
18 H 1.9284 3.5112 -0.4794  C11 1.056
19 H -1.4810 0.8744 -1.7835  S12 1.358

***

No. 4
Molecular formula: C4H12NS2
Method: DFT, ωB97M-V/def2-TZVPD

## Properties
F_max = 0.055 Eh/bohr
LUMO level = -3.47 eV
Gap between HOMO and LUMO = 9.3 eV
HOMO level = -12.8 eV
Net charge = +1
2S+1 = 1
Structure (SMILES) = CCSSCC[NH3+]

Each atom is followed by the atoms it is bonded to, with distances in Å.
Atoms and positions in Å:
1 C -3.1433 0.3309 0.9106  C2 1.574, H8 1.096, H9 1.125, H10 1.086
2 C -2.0302 -0.5088 1.6412  C1 1.574, S3 1.932, H11 1.128, H12 1.102
3 S -0.7850 -1.1175 0.2951  C2 1.932, S4 2.229
4 S -0.2851 0.8588 -0.6076  S3 2.229, C5 1.795
5 C 1.4277 1.0216 -0.0965  S4 1.795, C6 1.529, H13 1.167, H14 1.137
6 C 2.2711 0.4571 -1.2395  C5 1.529, N7 1.504, H15 1.166, H16 1.186
7 N 2.0708 -1.0316 -1.3126  C6 1.504, H17 1.014, H18 1.057, H19 1.013
8 H -2.7615 1.3578 0.9002  C1 1.096
9 H -3.3781 -0.0282 -0.1294  C1 1.125
10 H -4.1044 0.1262 1.3741  C1 1.086
11 H -1.5002 0.0916 2.4350  C2 1.128
12 H -2.4479 -1.4171 2.1055  C2 1.102
13 H 1.7350 0.6984 0.9819  C5 1.167
14 H 1.6495 2.1347 -0.0366  C5 1.137
15 H 3.3926 0.5922 -0.9499  C6 1.166
16 H 1.9654 0.7223 -2.3541  C6 1.186
17 H 2.7113 -1.6157 -1.8383  N7 1.014
18 H 1.0516 -1.0611 -1.5920  N7 1.057
19 H 2.1607 -1.6116 -0.4871  N7 1.013

***

No. 5
Molecular formula: C4H12NS2
Method: DFT, ωB97M-V/def2-TZVPD

## Properties
F_max = 0.090 Eh/bohr
LUMO level (spin up / spin down) = -3.87 / -3.86 eV
Gap between HOMO and LUMO (spin up / spin down) = 7.6 / 7.6 eV
HOMO level (spin up / spin down) = -11.4 / -11.4 eV
Net charge = +1
2S+1 = 1

Each atom is followed by the atoms it is bonded to, with distances in Å.
Atoms and positions in Å:
1 C -2.3364 -0.8889 -1.2045  C3 1.473, H8 1.212, H9 1.013, H10 1.065
2 C 1.3048 -0.2950 0.7618  C4 1.503, N5 1.587, H11 1.165, H12 1.144
3 C -1.6837 -0.5353 0.0683  C1 1.473, S6 1.816, H13 1.128
4 C 0.6308 0.1939 -0.4892  C2 1.503, S7 1.818, H14 1.158
5 N 2.8167 0.1869 0.7895  C2 1.587, H15 1.131, H16 1.012, H17 0.966
6 S -2.2663 0.9895 0.8651  C3 1.816, H18 1.366
7 S 0.8834 1.9666 -0.8030  C4 1.818, H19 1.393
8 H -1.9526 -0.2668 -2.1714  C1 1.212
9 H -3.3390 -0.7554 -1.1526  C1 1.013
10 H -2.1122 -1.9112 -1.4024  C1 1.065
11 H 0.6982 0.1213 1.6648  C2 1.165
12 H 1.3252 -1.4384 0.7652  C2 1.144
13 H -1.1399 -1.3155 0.6746  C3 1.128
14 H 0.7885 -0.4296 -1.4523  C4 1.158
15 H 3.0864 1.2849 0.8123  N5 1.131
16 H 3.2522 -0.2913 0.0114  N5 1.012
17 H 3.2473 -0.0740 1.6141  N5 0.966
18 H -3.5117 0.9453 0.3060  S6 1.366
19 H 0.3083 2.5132 0.3421  S7 1.393

***

No. 6
Molecular formula: C4H12NSi
Method: DFT, ωB97M-V/def2-TZVPD

## Properties
F_max = 0.112 Eh/bohr
LUMO level = -6.20 eV
Gap between HOMO and LUMO = 6.1 eV
HOMO level = -12.3 eV
Net charge = +1
2S+1 = 1

Each atom is followed by the atoms it is bonded to, with distances in Å.
Atoms and positions in Å:
1 C 1.2693 -0.7914 -1.6234  C2 1.609, N5 1.502, H7 1.057, H8 1.056
2 C 0.6047 -0.4854 -0.1900  C1 1.609, C3 1.586, H9 1.145, H10 1.011
3 C 0.3996 1.0244 0.2519  C2 1.586, Si6 1.893, H11 1.152, H12 1.147
4 C -2.4494 1.1548 1.9105  Si6 1.888, H13 1.020, H14 1.041, H15 1.193
5 N 1.1985 -2.2370 -2.0256  C1 1.502, H16 0.995, H17 1.010
6 Si -0.5649 1.2598 1.8633  C3 1.893, C4 1.888, H18 1.424
7 H 0.9110 -0.2080 -2.4285  C1 1.057
8 H 2.2821 -0.5405 -1.4597  C1 1.056
9 H -0.3418 -1.0550 -0.4921  C2 1.145
10 H 1.0818 -1.1194 0.4369  C2 1.011
11 H 1.4626 1.4677 0.2398  C3 1.152
12 H 0.0609 1.6492 -0.6485  C3 1.147
13 H -2.8350 1.0712 0.9702  C4 1.020
14 H -2.7477 0.3336 2.4761  C4 1.041
15 H -2.8132 2.1015 2.5387  C4 1.193
16 H 0.2850 -2.4735 -2.3408  N5 0.995
17 H 2.0163 -2.5075 -2.5520  N5 1.010
18 H 0.1801 1.3556 3.0733  Si6 1.424

***

The records above give, respectively, energy above the lowest of the compared OMol25 structures with the same formula, charge and spin values of 33.9; 84.3; 42.2; 35.1; 98.3; 50.6 kcal/mol.
The records above give, respectively, energy values of -18707.596; -15118.155; -25955.219; -27495.463; -27492.720; -13700.811 eV.